DFT (the ωB97M-V functional and the def2-TZVPD basis) results for 2 unconnected molecules or ions with the total composition C6H12O2S2.

* energy above the lowest of the compared OMol25 structures with the same formula, charge and spin: 10.19 kJ/mol
* SMILES: C1CSCCS1.CC(=O)O

XYZ file:
```
22
C6H12O2S2 the ωB97M-V functional and the def2-TZVPD basis
C -0.78 0.08 2.23
C -1.38 1.28 1.52
S -0.14 2.36 0.76
C 0.81 2.80 2.24
C 1.41 1.60 2.95
S 0.17 0.52 3.71
H -0.14 -0.50 1.54
H -1.58 -0.59 2.59
H -2.01 1.87 2.21
H -2.02 0.95 0.68
H 1.61 3.48 1.88
H 0.17 3.38 2.93
H 2.04 1.01 2.25
H 2.05 1.93 3.79
C 4.34 0.58 -0.81
C 3.14 1.28 -0.25
O 3.15 2.32 0.37
O 2.00 0.60 -0.52
H 5.26 1.15 -0.58
H 4.25 0.49 -1.91
H 4.44 -0.43 -0.38
H 1.27 1.13 -0.11
```

Atomic partial charges in e from the natural (NBO) method, atoms 1 to 6: -0.555 -0.549 0.237 -0.551 -0.552 0.203

=====

DFT (the ωB97M-V functional and the def2-TZVPD basis) results for a single C3Br2F4 molecule.

* energy above the lowest of the compared OMol25 structures with the same formula, charge and spin: 33.19 kJ/mol

XYZ file:
```
9
C3Br2F4 the ωB97M-V functional and the def2-TZVPD basis
C 1.03 0.20 0.86
C -2.02 1.81 -0.60
C 0.38 -1.09 0.44
F -1.82 1.23 -1.72
F -0.35 -1.67 1.32
F -0.38 -0.85 -0.70
F 1.31 -1.98 0.04
Br 2.44 0.68 -0.26
Br -0.60 1.65 0.61
```

Atomic partial charges in e from the natural (NBO) method, atoms 1 to 6: -0.393 0.318 0.836 -0.273 -0.286 -0.370

=====

DFT (the ωB97M-V functional and the def2-TZVPD basis) results for a molecular structure, C41H84Br26ClFN2O6S.

* total energy: -70056.07658 hartree

XYZ file:
```
162
C41H84Br26ClFN2O6S the ωB97M-V functional and the def2-TZVPD basis
C 5.82 -0.25 4.39
C 5.07 -1.60 4.28
C 4.22 -1.72 3.02
N 4.92 -2.39 1.91
C 4.91 -1.70 0.67
Cl 5.91 -0.12 0.89
O 3.68 -1.27 0.29
C 2.67 -2.28 0.16
C 1.46 -1.98 1.04
C 0.42 -1.16 0.26
C -0.57 -0.39 1.14
S -1.17 -1.32 2.53
O -1.40 -2.65 2.11
O -2.37 -0.66 2.93
O 0.00 -1.24 3.67
C 5.67 -2.57 -0.42
O 5.36 -3.88 -0.12
F 7.03 -2.42 -0.26
O 5.29 -2.43 -1.71
C 5.66 -1.26 -2.47
C 4.51 -0.34 -2.92
C 4.64 1.15 -2.54
C 3.49 1.72 -1.73
C 3.43 3.26 -1.84
C 2.01 3.80 -2.07
N 0.99 3.16 -1.24
H 5.32 0.50 3.79
H 5.85 0.10 5.41
H 6.83 -0.37 4.02
H 5.77 -2.43 4.30
H 4.37 -1.63 5.11
H 3.34 -2.31 3.26
H 3.86 -0.73 2.76
H 5.88 -2.50 2.18
H 3.01 -3.28 0.40
H 2.35 -2.31 -0.88
H 1.04 -2.93 1.35
H 1.78 -1.44 1.92
H -0.10 -1.84 -0.41
H 1.01 -0.48 -0.35
H -1.45 -0.11 0.58
H -0.08 0.51 1.50
H 0.67 -0.61 3.37
H 5.92 -4.18 0.61
H 6.44 -0.68 -2.00
H 6.08 -1.66 -3.38
H 3.55 -0.74 -2.61
H 4.50 -0.36 -4.00
H 4.63 1.73 -3.47
H 5.60 1.37 -2.08
H 2.55 1.28 -2.05
H 3.59 1.48 -0.67
H 4.11 3.61 -2.60
H 3.76 3.68 -0.89
H 1.77 3.65 -3.12
H 2.01 4.86 -1.82
H 1.41 2.76 -0.41
H 0.53 2.43 -1.76
Br 7.68 -5.40 1.44
C 8.37 -5.94 -0.29
C 9.38 -7.05 -0.16
Br 11.09 -6.40 0.47
H 8.77 -5.05 -0.76
H 7.50 -6.28 -0.85
H 9.58 -7.49 -1.14
H 9.06 -7.83 0.53
Br 0.85 -5.58 1.94
C 1.58 -6.23 0.26
C 2.58 -7.34 0.46
Br 4.28 -6.63 1.08
H 2.01 -5.37 -0.25
H 0.72 -6.59 -0.30
H 2.80 -7.82 -0.49
H 2.26 -8.08 1.18
Br -2.98 -0.49 -1.47
C -2.88 -0.59 -3.41
C -2.19 -1.83 -3.90
Br -0.25 -1.71 -3.71
H -2.40 0.32 -3.75
H -3.92 -0.59 -3.74
H -2.36 -1.96 -4.96
H -2.50 -2.72 -3.36
Br -1.51 -2.93 4.67
C -2.81 -4.00 5.65
C -2.56 -3.88 7.13
Br -1.01 -4.94 7.68
H -2.74 -5.01 5.27
H -3.78 -3.59 5.40
H -3.41 -4.28 7.69
H -2.38 -2.86 7.42
Br -6.15 1.22 -3.08
C -6.78 2.51 -1.76
C -5.76 3.57 -1.50
Br -4.32 2.93 -0.36
H -7.05 1.94 -0.87
H -7.68 2.94 -2.20
H -6.21 4.40 -0.95
H -5.30 3.95 -2.40
Br -2.12 5.44 -2.17
C -2.18 5.79 -4.08
C -3.26 6.78 -4.44
Br -5.03 5.98 -4.39
H -2.32 4.83 -4.56
H -1.21 6.20 -4.33
H -3.12 7.12 -5.47
H -3.29 7.64 -3.78
Br -2.85 10.97 -1.59
C -3.10 10.13 0.15
C -3.01 8.63 0.06
Br -4.62 7.86 -0.70
H -4.06 10.47 0.53
H -2.30 10.52 0.77
H -2.92 8.20 1.05
H -2.18 8.30 -0.55
Br 4.66 7.33 -1.92
C 3.26 8.19 -2.95
C 2.43 9.12 -2.11
Br 1.19 8.16 -0.97
H 2.66 7.40 -3.40
H 3.77 8.74 -3.74
H 1.81 9.76 -2.74
H 3.04 9.75 -1.46
Br -2.34 -0.33 11.95
C -1.02 -1.75 11.84
C -0.85 -2.25 10.43
Br -2.31 -3.39 9.87
H -1.34 -2.53 12.52
H -0.09 -1.31 12.20
H 0.04 -2.87 10.35
H -0.79 -1.44 9.70
Br -6.04 4.96 -7.84
C -4.16 4.51 -7.98
C -3.93 3.03 -7.83
Br -4.07 2.45 -5.98
H -3.64 5.09 -7.22
H -3.85 4.85 -8.96
H -2.91 2.77 -8.13
H -4.63 2.44 -8.40
Br -10.11 0.27 -5.16
C -9.79 -1.51 -4.44
C -8.38 -1.65 -3.93
Br -7.11 -1.86 -5.39
H -10.03 -2.21 -5.22
H -10.50 -1.62 -3.62
H -8.28 -2.56 -3.33
H -8.05 -0.80 -3.35
Br -1.58 -0.48 6.21
C -2.48 0.81 7.37
C -1.66 2.05 7.61
Br -0.22 1.71 8.88
H -2.72 0.29 8.29
H -3.40 1.07 6.84
H -2.26 2.84 8.07
H -1.19 2.43 6.71
Br -5.10 -5.78 -4.86
C -4.84 -7.56 -4.13
C -3.44 -7.73 -3.59
Br -2.15 -7.96 -5.03
H -5.07 -8.26 -4.92
H -5.56 -7.65 -3.33
H -3.38 -8.64 -2.99
H -3.12 -6.88 -3.01
```

Atomic partial charges in e from the Löwdin method, atoms 1 to 6: -0.115 -0.215 -0.220 0.019 -0.700 0.698

=====

DFT (the ωB97M-V functional and the def2-TZVPD basis) results for 9 unconnected molecules or ions with the total composition C63H58BF5NO19P.

* total energy: -4785.10264 hartree
* SMILES: CCCN[C@H]1C(=O)O[C@@](CCCC(F)(F)C(F)(F)F)(P(C)C)[C@H]1B(C)O.O=C1C=CC(=O)C=C1.O=C1C=CC(=O)C=C1.O=C1C=CC(=O)C=C1.O=C1C=CC(=O)C=C1.O=C1C=CC(=O)C=C1.O=C1C=CC(=O)C=C1.O=C1C=CC(=O)C=C1.O=C1C=CC(=O)C=C1

XYZ file:
```
148
C63H58BF5NO19P the ωB97M-V functional and the def2-TZVPD basis
C -1.98 4.79 3.92
C -3.31 4.99 3.16
C -3.29 4.29 1.79
N -3.55 2.86 1.97
C -3.45 2.10 0.73
C -1.95 1.99 0.46
O -1.27 2.49 -0.39
O -1.48 1.12 1.39
C -2.37 -0.05 1.29
C -1.85 -0.90 0.10
C -0.33 -0.94 -0.01
C 0.19 -2.29 -0.58
C 1.35 -2.87 0.20
F 0.94 -3.30 1.43
F 1.82 -3.97 -0.47
C 2.57 -1.92 0.41
F 2.49 -1.28 1.58
F 2.63 -1.00 -0.56
F 3.70 -2.61 0.40
P -1.95 -0.96 2.85
C -2.85 -2.56 2.94
C -2.33 0.11 4.28
C -3.76 0.61 0.96
B -5.10 0.40 1.77
C -5.44 -0.73 2.81
O -6.10 1.30 1.44
H -1.26 4.34 3.25
H -2.12 4.07 4.73
H -1.59 5.73 4.32
H -3.57 6.04 3.03
H -4.11 4.52 3.74
H -4.03 4.75 1.12
H -2.31 4.43 1.34
H -4.50 2.79 2.32
H -4.00 2.54 -0.11
H -2.31 -0.51 -0.81
H -2.24 -1.91 0.26
H 0.12 -0.80 0.98
H 0.05 -0.13 -0.63
H -0.59 -3.05 -0.56
H 0.54 -2.15 -1.61
H -3.41 -2.65 3.87
H -3.55 -2.70 2.12
H -2.11 -3.36 2.89
H -3.00 -0.38 4.99
H -1.39 0.30 4.80
H -2.74 1.08 3.98
H -4.03 0.22 -0.04
H -5.34 -1.71 2.33
H -4.83 -0.70 3.71
H -6.49 -0.65 3.12
H -6.66 1.49 2.20
O 5.79 -4.76 -2.79
C 4.78 -4.49 -3.41
C 4.12 -3.17 -3.28
C 3.01 -2.88 -3.94
C 2.38 -3.87 -4.85
O 1.36 -3.62 -5.45
C 3.03 -5.20 -4.98
C 4.15 -5.49 -4.31
H 4.60 -2.46 -2.61
H 2.51 -1.92 -3.86
H 2.55 -5.91 -5.64
H 4.64 -6.45 -4.39
O -6.85 -3.37 1.73
C -7.76 -3.23 0.94
C -8.60 -2.00 0.93
C -9.59 -1.85 0.05
C -9.89 -2.90 -0.95
O -10.80 -2.76 -1.75
C -9.06 -4.13 -0.94
C -8.07 -4.28 -0.07
H -8.36 -1.25 1.66
H -10.21 -0.97 0.03
H -9.29 -4.87 -1.69
H -7.44 -5.16 -0.04
O 4.63 -8.39 -1.31
C 3.71 -8.34 -0.52
C 3.02 -7.06 -0.22
C 2.01 -7.00 0.64
C 1.52 -8.22 1.34
O 0.59 -8.17 2.11
C 2.21 -9.50 1.05
C 3.23 -9.55 0.19
H 3.39 -6.18 -0.74
H 1.49 -6.08 0.86
H 1.85 -10.37 1.57
H 3.75 -10.47 -0.04
O 0.94 4.37 3.18
C 1.89 3.93 2.56
C 3.24 4.52 2.71
C 4.29 4.05 2.04
C 4.13 2.91 1.10
O 5.08 2.47 0.48
C 2.78 2.31 0.95
C 1.74 2.79 1.63
H 3.33 5.36 3.40
H 5.28 4.46 2.13
H 2.69 1.49 0.26
H 0.74 2.37 1.53
O 5.41 6.74 2.73
C 5.53 7.95 2.71
C 5.01 8.76 1.57
C 5.15 10.08 1.55
C 5.81 10.80 2.66
O 5.93 12.01 2.65
C 6.33 10.00 3.80
C 6.19 8.67 3.82
H 4.53 8.21 0.77
H 4.78 10.68 0.74
H 6.81 10.55 4.60
H 6.56 8.06 4.64
O -8.43 -3.43 -3.77
C -8.73 -2.61 -4.62
C -7.78 -2.26 -5.71
C -8.11 -1.37 -6.64
C -9.43 -0.69 -6.63
O -9.72 0.12 -7.48
C -10.37 -1.04 -5.54
C -10.05 -1.94 -4.61
H -6.83 -2.77 -5.69
H -7.43 -1.09 -7.44
H -11.33 -0.54 -5.56
H -10.72 -2.21 -3.81
O 6.86 -11.10 0.81
C 7.76 -10.31 0.64
C 7.52 -9.01 -0.03
C 8.51 -8.14 -0.22
C 9.89 -8.43 0.25
O 10.79 -7.64 0.08
C 10.12 -9.73 0.92
C 9.14 -10.60 1.11
H 6.50 -8.83 -0.36
H 8.36 -7.18 -0.71
H 11.14 -9.92 1.25
H 9.28 -11.55 1.60
O 3.66 9.91 -1.14
C 3.63 10.77 -1.99
C 2.65 11.88 -1.93
C 2.61 12.82 -2.86
C 3.56 12.81 -4.01
O 3.53 13.67 -4.86
C 4.55 11.70 -4.07
C 4.58 10.76 -3.13
H 1.97 11.87 -1.08
H 1.90 13.64 -2.84
H 5.23 11.71 -4.91
H 5.29 9.94 -3.15
```

Atomic partial charges in e from the Löwdin method, atoms 1 to 6: -0.096 -0.229 -0.220 0.002 -0.207 -0.439

=====

DFT (the ωB97M-V functional and the def2-TZVPD basis) results for 13 unconnected molecules or ions with the total composition C4H33N2O13S.

* total charge: -1
* energy above the lowest of the compared OMol25 structures with the same formula, charge and spin: 514.73 kJ/mol

XYZ file:
```
53
C4H33N2O13S the ωB97M-V functional and the def2-TZVPD basis
C 0.42 1.22 -0.38
N -0.48 0.35 0.27
C -1.45 0.51 1.09
N -1.98 1.65 1.71
O -1.86 -0.64 1.64
C 1.23 2.11 0.50
C 1.95 1.32 1.66
S 2.84 -0.36 1.06
H 1.07 0.63 -1.04
H -0.07 1.93 -1.14
H 1.10 -1.30 4.76
H -2.39 2.36 1.21
H -2.52 1.64 2.56
H 2.04 2.61 -0.10
H 0.76 2.99 0.97
H 2.74 1.90 2.21
H 1.07 1.07 2.28
H -1.26 -1.41 1.40
H -0.83 -2.27 3.11
O -1.16 -3.13 3.32
H -3.19 0.15 -2.85
H -2.52 1.06 -3.91
O -3.08 1.08 -3.11
H 0.51 -1.82 0.32
H 0.92 -2.08 1.76
O 0.44 -2.51 0.98
H 2.38 -2.06 4.19
H -0.47 -3.54 2.79
O 1.48 -1.81 4.07
H -3.78 -1.59 -0.70
H -4.21 -2.50 0.52
O -4.56 -2.09 -0.26
H -1.38 4.74 -0.22
H -1.17 4.88 1.28
O -1.79 4.61 0.58
H 4.16 0.72 -0.36
H 4.68 -0.33 -1.22
O 4.63 0.53 -1.15
H 0.92 -1.27 -3.57
H 0.69 -2.54 -2.94
O 0.31 -1.94 -3.56
H -1.04 -1.34 -2.42
H -1.00 -1.44 -0.94
O -1.64 -1.32 -1.69
H 0.81 -4.21 -0.69
H 1.50 -2.98 -0.39
O 1.36 -3.52 -1.06
H -1.77 3.63 -2.37
H -0.70 4.05 -1.37
O -1.29 4.46 -1.99
H 3.14 -0.25 -2.29
H 1.96 -1.17 -1.90
O 2.47 -0.76 -2.62
```

Atomic partial charges in e from the natural (NBO) method, atoms 1 to 6: -0.223 -0.605 0.721 -0.866 -0.722 -0.440

=====

DFT (the ωB97M-V functional and the def2-TZVPD basis) results for 2 unconnected molecules or ions with the total composition CH2N3.

* total charge: +1
* energy above the lowest of the compared OMol25 structures with the same formula, charge and spin: 432.02 kJ/mol

XYZ file:
```
6
CH2N3 the ωB97M-V functional and the def2-TZVPD basis
C -0.08 0.02 -0.05
N 1.19 0.08 -0.25
N 2.27 -0.02 -0.19
N -0.97 0.81 -0.27
H -0.50 -1.35 0.80
H -1.90 0.46 -0.04
```

How positive or negative is each atom? The natural (NBO) charges in e answer that: 0.164 0.080 0.445 -0.371 0.266 0.416